(1)
Entry from the OMol25 dataset: a structure of composition C43H49AsHfN3O7Si3 (ωB97M-V with the def2-TZVPD basis set).

Properties
HOMO level   -0.4016 Ha
Charge   +1
Orbital gap   7.61 eV

Last column: Löwdin charge in e.
CARTESIAN COORDINATES (ANGSTROEM)
C1 -0.73705 6.37572 0.56697  -0.209
H1 1.03847 -4.03086 -4.62029  0.107
H2 -1.49340 -0.31900 7.19117  0.136
H3 -1.32516 -7.61667 -0.15695  0.104
H4 1.33465 -1.32034 5.18445  0.120
C2 0.01066 -6.46555 -1.37731  -0.084
C3 -1.90749 4.82873 2.98867  -0.214
C4 0.55475 -0.82079 4.63123  0.068
H5 0.03435 -1.89542 7.54028  0.104
O1 -0.33202 -1.47070 -1.16662  -0.396
H6 4.56963 -1.75893 -5.39350  0.105
O2 0.67040 1.23529 -1.03065  -0.356
C5 0.25227 -5.23354 -1.97183  -0.091
H7 -2.29129 0.93892 5.08863  0.129
C6 -2.94623 -2.47980 -3.75604  -0.074
H8 1.15417 -5.10467 -2.55993  0.088
H9 0.71350 -7.27784 -1.51217  0.103
C7 2.84049 -2.99588 -5.10025  -0.074
H10 -2.17063 0.89170 2.61811  0.102
H11 -0.53979 -0.14153 -4.20833  0.103
Si1 1.95872 3.53785 1.39824  0.346
C8 -0.64033 -4.17244 -1.82018  -0.218
H12 2.11331 -1.89961 -0.76994  0.087
C9 3.65200 -1.90028 -4.83706  -0.081
C10 -2.19096 2.76811 -2.63884  0.011
Si2 -1.61199 4.83050 1.14009  0.327
C11 0.54323 -0.80505 3.24573  -0.184
O3 -2.34946 -0.67800 0.61035  -0.189
C12 -0.46039 -0.18316 5.32657  -0.151
C13 -2.03036 -5.60943 -0.44300  -0.074
O4 0.44916 -1.03516 7.42262  -0.040
H13 1.13838 2.88933 -2.62841  0.120
C14 -1.39551 2.13011 -1.70547  -0.245
N1 1.40778 -1.37706 1.09560  0.020
C15 -0.47346 -0.14795 6.83495  -0.199
C16 -1.13192 -6.65525 -0.61532  -0.083
H14 1.81036 -0.43049 -2.41332  0.073
H15 1.28851 5.22708 3.10330  0.018
H16 -1.82237 3.63055 -3.17690  0.126
C17 3.35240 -2.71991 0.77473  0.029
H17 -0.42549 6.27795 -0.47483  0.035
C18 1.27707 -2.27380 -3.39241  -0.231
O5 0.69915 3.37863 -1.91790  -0.011
C19 -3.22152 4.56458 0.22835  -0.207
C20 -3.93125 -1.93550 -4.57128  -0.073
H18 4.02722 -3.19587 0.07552  0.134
H19 -2.92255 -5.75058 0.15329  0.107
H20 -4.45919 -0.33587 -5.89758  0.105
H21 3.90308 -0.12071 -3.66718  0.103
H22 2.89700 4.32028 -0.75247  0.027
C21 -3.47291 2.25899 -2.84967  -0.021
C22 -1.78316 -4.38207 -1.03730  -0.095
N2 -0.41613 -0.17953 2.55121  -0.010
C23 2.28418 -1.99418 0.29368  -0.069
H23 4.58978 -4.65371 2.34956  0.140
H24 -2.52195 5.68547 3.27533  0.040
C24 -1.46380 0.44438 4.59681  0.016
H25 -2.27776 0.81232 -5.65608  0.106
H26 2.79014 4.42185 3.55001  0.039
C25 -3.69567 -0.75119 -5.25162  -0.086
C26 -3.08643 0.60052 -1.20309  -0.155
C27 1.57420 -1.48389 2.42381  -0.189
H27 2.93795 1.46051 0.48076  0.020
H28 2.74135 -2.28132 4.04843  0.117
C28 3.27943 -0.98374 -3.86544  -0.078
O6 -4.34561 -1.21693 -0.28519  0.125
H29 -0.97157 4.88786 3.54662  0.009
C29 2.61905 -2.19890 2.98068  0.073
H30 3.67627 5.11424 0.63388  0.041
C30 -1.49725 -0.64880 -4.29420  -0.095
Si3 -0.34612 -2.45990 -2.48863  0.544
H31 3.12264 -3.70735 -5.86548  0.107
C31 0.00002 2.44207 -1.16701  -0.805
H32 -2.49103 -3.57349 -0.87660  0.099
H33 -2.43193 3.92318 3.30057  0.023
H34 -1.39068 7.24721 0.64749  0.039
C32 2.93842 1.94473 1.45900  -0.211
H35 -4.11383 2.72557 -3.58662  0.122
C33 -3.34912 -0.54757 -0.24673  -0.535
H36 5.61150 -3.21049 2.29328  0.139
C34 -2.47222 -0.10562 -5.11466  -0.096
H37 -3.59401 3.54547 0.35595  0.027
C35 1.66564 -3.17673 -4.38687  -0.091
C36 2.72399 4.76670 0.22547  -0.194
H38 -4.93798 0.76155 -2.26151  0.132
Hf1 -0.38539 -0.11602 0.18349  1.603
H39 -3.98442 5.24922 0.60664  0.041
H40 2.50116 1.25604 2.18748  0.012
H41 3.97341 2.13112 1.75462  0.040
C37 -1.40444 0.42499 3.22130  -0.120
H42 0.15514 6.56947 1.16496  0.019
H43 -3.14494 -3.41339 -3.24327  0.098
C38 4.68054 -3.61994 2.70188  -0.198
H44 -3.10977 4.75117 -0.84014  0.023
O7 4.65578 -3.54687 4.10954  -0.045
H45 2.08003 5.63363 0.07752  0.018
C39 1.79864 4.26206 3.11942  -0.219
N3 -1.86060 1.07610 -1.05203  0.017
C40 3.53211 -2.82922 2.14683  -0.147
H46 1.24543 3.59820 3.78773  0.026
C41 -1.71328 -1.84568 -3.60106  -0.210
C42 -3.94693 1.16845 -2.12222  0.034
H47 -4.88087 -2.44321 -4.68104  0.107
H48 -0.19322 0.85955 7.15271  0.141
H49 5.37701 -4.07285 4.46824  0.104
C43 2.10184 -1.17123 -3.15139  -0.117
As1 -0.25350 2.92354 0.79001  1.088

***

(2)
Entry from the OMol25 dataset: a structure of composition C43H49BrLiN3O2S3 (ωB97M-V with the def2-TZVPD basis set).

Properties
Energy relative to the best compared isomer or geometry (same formula, charge and spin)   0.222 eV
HOMO level   -0.0153 Ha
Charge   -2
Orbital gap   4.11 eV

Last column: Löwdin charge in e.
CARTESIAN COORDINATES (ANGSTROEM)
C1 0.04839 2.22583 -5.35799  -0.115
C2 3.10119 -3.34802 -0.94501  -0.453
H1 -3.80978 -1.07597 0.01105  0.058
H2 -1.12450 5.36016 -0.99119  0.054
C3 1.60661 2.55750 -3.44637  -0.250
N1 3.97114 -2.40803 -1.43354  0.114
C4 -5.84470 -2.84001 2.10334  -0.080
C5 -1.45288 -1.56868 4.69407  -0.106
C6 3.73668 -0.98379 -1.49536  -0.868
S1 4.75710 0.10966 -0.80130  0.682
C7 -5.54844 -0.37329 2.14083  -0.054
H3 2.69170 0.30028 -4.82669  0.086
C8 0.78827 1.90956 -1.21627  -0.325
H4 4.03266 -0.39057 -4.00503  0.052
H5 -6.48206 -2.82260 1.22970  0.062
H6 3.00101 -2.73472 -4.05582  0.109
H7 -4.25088 -2.84745 0.08366  0.082
C9 0.43683 -1.72188 1.22689  -0.062
H8 -4.06080 -4.94294 5.39264  0.088
H9 -2.27868 -5.17473 3.95742  0.093
H10 -3.26783 -5.06045 7.04977  0.065
H11 0.84282 6.20039 -4.15395  0.140
H12 -0.62173 -4.88665 4.33531  0.063
H13 -0.83547 -4.26868 7.41923  0.078
H14 -6.48392 -2.59318 2.95992  0.079
C10 -0.21027 5.87229 -1.04877  -0.394
H15 1.01853 -4.81205 -0.78587  0.098
H16 1.13923 -2.26742 -2.40969  0.118
C11 5.29405 3.80966 -1.28993  -0.129
H17 -1.30264 -2.63428 7.24564  0.054
H18 -5.03395 0.44449 1.68071  0.063
C12 -2.08586 -3.87006 5.54931  -0.545
C13 0.68219 3.18989 -6.12591  -0.158
C14 -2.30996 -2.66579 4.69057  -0.218
C15 -2.66487 -0.61131 2.76281  -0.475
H19 2.22097 -0.90607 0.66761  0.099
O1 -2.73175 0.26347 1.81710  -0.227
N2 0.40007 6.43107 -3.24878  -0.064
C16 2.34872 -1.81989 -4.27053  -0.210
H20 1.62590 -2.12073 -5.05155  0.104
H21 1.70118 5.54837 -1.86849  0.130
H22 2.02660 4.82734 -5.95057  0.085
C17 2.85547 3.50087 0.05163  -0.068
C18 1.64855 -1.78303 0.52700  0.001
H23 0.21041 -0.82637 1.84840  0.023
H24 0.85462 -0.70274 -3.12448  0.117
S2 -0.62160 8.66369 -4.11941  0.529
H25 -5.45964 -1.52593 -0.15429  0.074
H26 6.02259 4.67489 0.56620  0.076
H27 2.82640 4.31330 -3.79330  0.107
H28 -4.00963 -3.58617 3.90603  0.102
H29 -1.07088 -4.58963 0.30282  0.112
H30 -0.16739 -3.25008 6.16154  0.076
C19 1.84743 -2.90210 -0.23930  -0.163
H31 -5.37410 -3.80754 2.16026  0.063
C20 -1.68605 -0.62554 3.75218  -0.582
C21 -3.32416 -2.73831 3.75681  -0.013
H32 4.94151 -2.69685 -1.39624  0.131
H33 -5.66269 -0.28942 3.25264  0.098
C22 2.89413 3.09105 -1.32122  -0.234
H34 4.28485 2.99305 -2.92175  0.084
C23 -3.44152 -4.41160 6.19181  -0.050
C24 0.51287 1.90185 -4.10066  -0.061
H35 -0.61241 -1.47979 5.40388  0.098
S3 -0.65401 7.63295 -1.31887  0.869
H36 0.35977 3.54662 -7.08395  0.073
C25 -1.55100 -5.01689 4.77889  -0.070
H37 -0.78136 1.69318 -5.70473  0.073
C26 -0.52023 -2.70782 1.20685  -0.053
H38 0.36423 5.87135 -0.08646  0.088
H39 -0.00777 1.20278 -3.44267  0.082
H40 3.72374 -0.87356 -5.61327  0.041
H41 2.32285 0.25667 -1.98297  0.057
C27 3.92106 4.05338 0.64492  -0.152
C28 0.88845 -3.91343 -0.25935  -0.057
Li1 -1.42681 0.82533 0.79318  0.459
C29 3.26228 -0.66082 -4.69726  -0.097
C30 0.66201 5.46528 -2.21698  -0.219
C31 4.18522 3.22222 -1.88034  -0.128
O2 3.42403 -4.50554 -0.89894  0.069
H42 -1.47840 -5.94140 5.38772  0.095
H43 0.41814 4.47188 -2.53729  0.107
H44 -1.29531 -2.65773 1.83336  0.045
C32 5.19064 4.17064 0.06200  -0.142
C33 -4.76445 -1.71719 1.90223  -0.464
H45 -3.96151 -3.51338 6.52199  0.077
C34 2.20238 3.51303 -4.25659  -0.092
N3 2.56633 -0.68242 -2.04027  0.030
C35 1.68698 3.89608 -5.52090  -0.143
H46 -6.57285 -0.52953 1.80251  0.066
H47 1.88125 3.45354 0.51392  0.097
C36 -1.08801 -3.49111 6.69822  -0.055
C37 -3.52898 -1.74687 2.82856  -0.104
C38 1.78996 2.53525 -2.03336  -0.295
H48 6.25358 3.79236 -1.80327  0.088
C39 -4.51571 -1.80899 0.33524  -0.041
H49 3.86998 4.49355 1.65674  0.096
C40 -0.25110 7.55539 -3.03147  -1.284
C41 1.68473 -1.43262 -2.93140  -0.164
Br1 -0.35675 0.74267 3.69412  0.796
C42 -0.31861 -3.77941 0.36183  -0.067
C43 -0.12440 1.36032 -0.63142  -0.126